1.
DFT (ωB97M-V/def2-TZVPD) results for C20H33N5O2 in the gas phase.

CARTESIAN COORDINATES (ANGSTROEM)
C: -0.5366 2.0575 -3.5800
H: 0.1416 2.7141 -4.1181
H: -1.1490 2.6607 -2.9151
H: -1.1922 1.5722 -4.2996
C: 0.2631 1.0182 -2.7940
N: -0.5955 0.0980 -2.0781
C: -1.0681 0.2923 -0.8236
O: -1.8322 -0.5126 -0.3128
C: -0.5926 1.5355 -0.1010
H: -0.7652 2.4144 -0.7250
H: 0.4762 1.4456 0.0976
C: -1.3253 1.7585 1.2296
N: -0.4847 1.3509 2.3539
C: -0.5365 2.2500 3.4825
C: -1.9507 2.8094 3.6943
N: -2.2757 3.5736 2.5162
C: -1.8387 3.1935 1.2984
O: -1.9359 3.9144 0.3231
H: -2.6310 4.5135 2.6035
H: -2.6596 1.9810 3.8213
H: -2.0003 3.4504 4.5754
H: 0.1377 3.0943 3.2905
H: -0.1912 1.7293 4.3752
C: -0.6463 -0.0539 2.7002
C: 0.6579 -0.6610 3.2353
C: 0.4678 -2.1353 3.6077
C: 0.3132 -3.0335 2.3828
C: 1.5096 -2.8701 1.4515
C: 1.6396 -1.4139 1.0204
C: 1.8102 -0.5117 2.2378
H: 2.7449 -0.7692 2.7428
H: 1.8715 0.5327 1.9288
H: 0.7455 -1.1227 0.4713
H: 2.4867 -1.2993 0.3426
H: 2.4197 -3.1794 1.9718
H: 1.3950 -3.5101 0.5740
H: -0.6023 -2.7786 1.8465
H: 0.2285 -4.0736 2.7071
H: 1.3427 -2.4652 4.1742
H: -0.4052 -2.2408 4.2568
H: 0.9345 -0.1181 4.1480
H: -1.4407 -0.1961 3.4522
H: -0.9493 -0.5826 1.7997
H: -2.2493 1.1522 1.2101
C: -1.0443 -1.0871 -2.7789
H: -2.0601 -1.3135 -2.4434
H: -1.0505 -0.8892 -3.8526
C: -0.1593 -2.3072 -2.4674
N: 1.1629 -2.1690 -3.0080
C: 1.5502 -2.3890 -4.2815
C: 2.8846 -2.0641 -4.3565
C: 3.2134 -1.6483 -3.0593
N: 2.1645 -1.7154 -2.2629
H: 4.1589 -1.3118 -2.6833
H: 3.5271 -2.1208 -5.2108
H: 0.8704 -2.7605 -5.0221
H: -0.6251 -3.2059 -2.8801
H: -0.0669 -2.4086 -1.3849
H: 0.9345 1.5117 -2.0916
H: 0.8817 0.4390 -3.4831

Calculated values
Kohn-Sham gap in Eh: 0.33724
LUMO in Ha: 0.03117
Energy relative to the best compared isomer or geometry (same formula, charge and spin) in kcal per mole: 35.9
Total energy in eV: -32822.08768


2.
DFT (ωB97M-V/def2-TZVPD) results for C20H33N5O2 in the gas phase.

CARTESIAN COORDINATES (ANGSTROEM)
C: -2.0125 -3.7946 -0.2046
C: -2.8123 -2.5521 -0.0205
N: -2.9625 -1.6686 -0.9954
N: -3.7516 -0.6959 -0.5173
C: -4.1223 -0.9438 0.7613
C: -3.5226 -2.1347 1.1160
H: -3.5883 -2.6346 2.0612
C: -4.9794 -0.0493 1.5770
H: -4.4087 0.8257 1.8914
H: -5.8550 0.2789 1.0181
H: -5.3089 -0.5801 2.4666
C: -4.2353 0.2952 -1.4417
H: -5.3064 0.1300 -1.6155
H: -3.6974 0.1100 -2.3755
C: -4.0462 1.7602 -1.0235
N: -2.6759 2.2004 -1.0086
C: -1.9981 2.4197 0.1387
O: -2.5049 2.2787 1.2377
C: -0.5863 2.9434 -0.0733
H: -0.6004 3.6198 -0.9276
H: -0.2895 3.4900 0.8218
C: 0.4942 1.8439 -0.3287
N: 1.0404 1.3798 0.9180
C: 0.2421 0.3617 1.5494
C: 0.0003 -0.8491 0.6410
N: -0.4032 -0.4112 -0.6753
C: -0.1608 0.7858 -1.2141
O: -0.5206 1.0646 -2.3520
H: -0.9954 -1.0383 -1.2168
H: 0.9059 -1.4620 0.5521
H: -0.7947 -1.4717 1.0581
H: -0.7254 0.8046 1.8063
H: 0.7295 0.0436 2.4717
C: 2.4674 1.3709 1.1115
H: 2.6360 1.4220 2.1941
C: 3.2898 0.1845 0.5651
C: 4.7439 0.3289 1.0218
C: 5.5914 -0.8422 0.5331
C: 5.5357 -0.9435 -0.9877
C: 4.0907 -1.0864 -1.4533
C: 3.2471 0.0863 -0.9596
H: 3.6351 1.0136 -1.3892
H: 2.2209 -0.0385 -1.3077
H: 4.0516 -1.1329 -2.5435
H: 3.6765 -2.0206 -1.0653
H: 6.1243 -1.7985 -1.3270
H: 5.9702 -0.0425 -1.4267
H: 6.6248 -0.7127 0.8616
H: 5.2157 -1.7698 0.9718
H: 4.7850 0.3837 2.1123
H: 5.1535 1.2615 0.6263
H: 2.8940 -0.7427 0.9928
H: 2.8594 2.2960 0.6784
H: 1.2931 2.3144 -0.9083
H: -2.1567 2.1477 -1.8766
H: -4.4416 1.9361 -0.0229
H: -4.6023 2.3764 -1.7385
H: -1.3585 -3.9663 0.6487
H: -2.6777 -4.6531 -0.2964
H: -1.4170 -3.7224 -1.1108

Calculated values
Kohn-Sham gap in Eh: 0.32408
LUMO in Ha: 0.03176
Energy relative to the best compared isomer or geometry (same formula, charge and spin) in kcal per mole: 21.1
Total energy in eV: -32822.73051


3.
DFT (ωB97M-V/def2-TZVPD) results for 4 unconnected molecules or ions with the total composition C20H33NO13PS.

CARTESIAN COORDINATES (ANGSTROEM)
C: -0.1396 -5.4114 2.0023
C: -0.5845 -3.9840 2.3206
C: -0.5287 -3.7733 3.8403
C: -2.0259 -3.7496 1.8096
C: -2.2666 -2.5280 0.8910
C: -2.1835 -2.9075 -0.6077
C: -0.8974 -3.5395 -1.0704
O: -0.2416 -3.1296 -1.9872
P: -4.0027 -1.9683 1.1361
O: -4.1356 -1.6020 2.7002
O: -4.7609 -3.3870 1.0174
S: -4.6712 -0.5873 -0.0040
C: -1.3747 -1.3170 1.2302
C: 0.1197 -1.5882 1.5118
C: 0.5563 -0.8482 2.7823
C: 0.9849 -1.0755 0.3665
N: 0.3857 -3.0489 1.6619
O: 1.6103 -3.3259 1.8720
H: -0.4638 -5.7257 1.0111
H: -0.5695 -6.1043 2.7245
H: 0.9425 -5.4862 2.0584
H: -1.0298 -4.6050 4.3357
H: 0.5039 -3.7233 4.1830
H: -1.0443 -2.8623 4.1435
H: -2.3678 -4.6339 1.2732
H: -2.6747 -3.6985 2.6857
H: -2.3903 -2.0397 -1.2315
H: -2.9631 -3.6536 -0.8063
H: -0.5901 -4.4658 -0.5492
H: -3.3835 -1.8666 3.2429
H: -5.7161 -3.2767 1.1060
H: -1.7888 -0.7719 2.0828
H: -1.4396 -0.6218 0.3930
H: 0.4288 0.2217 2.6117
H: 1.6065 -1.0452 2.9897
H: -0.0391 -1.1146 3.6514
H: 0.8510 0.0020 0.2735
H: 0.7360 -1.5521 -0.5782
H: 2.0332 -1.2622 0.5811
C: 5.4061 0.2323 0.4541
C: 5.9221 1.6580 0.5611
O: 4.8026 2.4194 0.0904
C: 3.6808 1.6837 0.2550
O: 2.5732 2.1009 0.1338
O: 3.9914 0.4143 0.5850
H: 5.7557 -0.4316 1.2391
H: 5.6081 -0.2091 -0.5226
H: 6.1301 1.9496 1.5914
H: 6.7853 1.8667 -0.0637
C: 0.9993 5.0626 -1.8234
C: 2.2700 5.1978 -1.0084
O: 3.0093 6.1763 -1.7549
C: 2.1416 6.9010 -2.4955
O: 2.4243 7.8850 -3.1016
O: 0.9083 6.3500 -2.4546
H: 0.1058 4.8750 -1.2380
H: 1.0870 4.3018 -2.6011
H: 2.0765 5.5952 -0.0107
H: 2.8432 4.2812 -0.9268
C: -2.5062 3.1088 -5.1963
C: -2.8306 4.5729 -4.9490
O: -2.8550 4.6368 -3.5196
C: -2.1145 3.6196 -3.0272
O: -1.7948 3.5037 -1.8886
O: -1.7792 2.7578 -4.0141
H: -1.8804 2.9329 -6.0663
H: -3.4016 2.4881 -5.2511
H: -2.0487 5.2408 -5.3133
H: -3.7953 4.8858 -5.3377

Calculated values
2S+1: 2
Kohn-Sham gap (spin up / spin down) in Eh: 0.31818 / 0.34587
LUMO (spin up / spin down) in Ha: 0.01148 / 0.00823
Energy relative to the best compared isomer or geometry (same formula, charge and spin) in kcal per mole: 0.0
Total energy in eV: -69507.51557
Expectation value of S²: 0.754


4.
DFT (ωB97M-V/def2-TZVPD) results for a molecular structure, C20H34As2N2O3S3W.

CARTESIAN COORDINATES (ANGSTROEM)
W: -0.3377 0.0270 0.0933
C: 0.7672 1.8246 -2.7939
C: 2.1328 1.1673 -2.7110
S: 2.1369 -0.2578 -1.5966
C: 3.6739 -0.0783 -0.6746
C: 3.4042 0.1381 0.8164
S: 1.8945 1.0831 1.2088
C: 2.3001 2.6510 0.3721
C: 1.1538 3.3157 -0.3704
S: 0.0064 2.2297 -1.2063
H: 0.0287 1.2051 -3.2982
H: 0.8183 2.7702 -3.3396
H: 2.9074 1.8678 -2.4044
H: 2.3970 0.8016 -3.7060
H: 4.2558 0.7267 -1.1203
H: 4.2507 -0.9964 -0.7950
H: 4.2137 0.6832 1.3088
H: 3.3015 -0.8083 1.3367
H: 3.1409 2.4369 -0.2821
H: 2.6619 3.3220 1.1541
H: 1.5354 4.0178 -1.1166
H: 0.5288 3.9033 0.2920
N: -0.1067 -0.8608 2.2191
C: 0.9529 -1.9224 2.2676
C: 1.1978 -2.2699 0.8312
O: 2.1868 -2.6557 0.3199
N: -0.0248 -1.9039 0.0633
C: -0.1323 -2.6091 -1.2256
C: -0.6060 -1.6569 -2.2898
O: -0.9242 -1.8281 -3.3949
O: -0.6896 -0.3133 -1.7094
H: 0.0988 -0.2174 2.9802
H: -0.9862 -1.3265 2.4400
H: 0.6329 -2.8102 2.8176
H: 1.8528 -1.5512 2.7535
H: -0.8636 -3.4192 -1.1450
H: 0.8186 -3.0506 -1.5296
C: -2.1529 1.1282 3.3657
As: -1.1915 1.8752 1.8590
C: -0.2621 3.3120 2.7530
C: -2.6466 2.6224 0.8660
C: -2.9921 3.9611 0.9841
C: -4.1618 4.4200 0.3816
C: -4.9771 3.5442 -0.3196
C: -4.6304 2.2004 -0.4401
C: -3.4571 1.7377 0.1448
As: -3.0024 -0.1252 0.0009
C: -3.6174 -0.6475 -1.7399
C: -4.1602 -1.0948 1.2016
H: -2.8698 1.9036 3.6333
H: -1.4973 0.9462 4.2184
H: -2.6860 0.2213 3.1083
H: -0.9968 3.6691 3.4749
H: 0.0277 4.1206 2.0946
H: 0.6070 2.9314 3.2870
H: -2.3880 4.6592 1.5504
H: -4.4413 5.4616 0.4751
H: -5.8912 3.9024 -0.7755
H: -5.2918 1.5443 -0.9914
H: -3.1832 -0.0206 -2.5125
H: -4.6995 -0.5228 -1.6991
H: -3.4018 -1.6971 -1.9323
H: -5.1123 -0.5728 1.0970
H: -3.8473 -1.0961 2.2391
H: -4.2509 -2.1200 0.8460

Calculated values
Kohn-Sham gap in Eh: 0.21009
LUMO in Ha: -0.55476
Net charge: +4
Energy relative to the best compared isomer or geometry (same formula, charge and spin) in kcal per mole: 0.0
Total energy in eV: -186381.28271